DFT (ωB97M-V with the def2-TZVPD basis set) results for 2 unconnected molecules or ions with the total composition C5H15NO2 at a distorted geometry.

The LUMO energy is 0.68 eV. As for the largest force on an atom: 2.1 eV Å⁻¹. The multiplicity is 1. The energy relative to the best compared isomer or geometry (same formula, charge and spin) is 119.0 kJ/mol. The value obtained for the gap between HOMO and LUMO is 0.3433 hartree. The value obtained for the energy is -404.709753 a.u. The value obtained for the HOMO energy is -8.66 eV. As for the SMILES: CCNC[C@@H](C)O.O.

Last column: Mulliken charge in e.
Geometry (Å):
C  -1.213  -2.202  -0.136  -0.964
C  -2.044  -0.922  -0.366  -0.448
N  -1.218  0.278  -0.450  -0.152
C  -0.483  0.657  0.755  -0.907
C  1.019  0.890  0.612  0.501
C  1.661  1.314  1.940  -1.324
O  1.673  -0.371  0.301  -0.603
H  -0.477  -2.433  -0.904  0.232
H  -0.577  -2.135  0.770  0.277
H  -1.928  -3.039  -0.075  0.357
H  -2.858  -0.893  0.349  0.286
H  -2.507  -0.890  -1.399  0.325
H  -1.749  1.105  -0.688  0.243
H  -0.688  -0.021  1.582  0.283
H  -0.801  1.627  1.122  0.342
H  1.301  1.550  -0.215  0.233
H  1.641  2.401  1.965  0.349
H  2.707  0.945  1.877  0.345
H  1.135  0.801  2.771  0.310
H  1.457  -0.528  -0.624  0.317
O  1.242  0.765  -2.717  -0.594
H  2.012  0.962  -3.255  0.287
H  0.697  0.143  -3.214  0.305